1.
Entry from the Open Molecules 2025 dataset: a molecular structure, C23H47As3CuSb2 (the ωB97M-V functional and the def2-TZVPD basis).

Values from the calculation:
- largest force on an atom (eV/A) = 0.43
- 2S+1 = 2
- ⟨S²⟩ = 0.768
- charge = +2
- E_HOMO (alpha / beta) (eV) = -12.543 / -12.542

Positions of all 76 atoms, in Å:
1 Cu -0.543 -0.342 0.123
2 C -3.244 -0.157 -2.565
3 As -2.240 0.707 -1.151
4 C -3.657 1.589 -0.156
5 C -1.447 2.185 -2.162
6 C -0.318 3.007 -1.511
7 C -0.690 3.389 -0.073
8 C 1.031 2.272 -1.555
9 As 1.456 0.898 -0.221
10 C 3.043 0.194 -1.093
11 C 2.260 1.935 1.209
12 C -0.177 4.331 -2.298
13 As 0.476 4.560 -4.170
14 C 0.021 2.883 -5.089
15 C 2.394 4.198 -3.941
16 H -2.554 -0.595 -3.284
17 H -3.872 0.577 -3.069
18 H -3.873 -0.941 -2.148
19 H -4.123 2.349 -0.783
20 H -3.250 2.062 0.735
21 H -4.412 0.861 0.136
22 H -2.278 2.848 -2.420
23 H -1.099 1.744 -3.097
24 H -0.795 2.508 0.575
25 H -1.636 3.934 -0.051
26 H 0.071 4.037 0.364
27 H 1.845 2.997 -1.480
28 H 1.151 1.775 -2.521
29 H 3.622 1.033 -1.479
30 H 2.759 -0.452 -1.922
31 H 3.655 -0.365 -0.388
32 H 3.026 2.589 0.794
33 H 2.716 1.269 1.940
34 H 1.501 2.539 1.700
35 H 0.489 4.996 -1.738
36 H -1.151 4.829 -2.291
37 H -1.058 2.775 -5.182
38 H 0.450 1.993 -4.626
39 H 0.430 2.967 -6.096
40 H 2.791 4.827 -3.144
41 H 2.894 4.484 -4.866
42 H 2.621 3.153 -3.735
43 C 2.187 -3.168 -0.187
44 Sb 0.111 -2.791 -0.423
45 C -0.231 -4.179 -1.993
46 C -0.744 -4.123 1.275
47 C 0.179 -4.131 2.364
48 C 1.285 -5.023 2.338
49 C 2.251 -4.975 3.297
50 C 2.157 -4.022 4.338
51 C 1.072 -3.176 4.425
52 C 0.041 -3.227 3.488
53 C -1.173 -2.423 3.690
54 Sb -1.294 -0.547 2.552
55 C -0.088 0.676 3.804
56 C -3.186 0.053 3.303
57 H 2.388 -4.221 -0.004
58 H 2.604 -2.565 0.617
59 H 2.667 -2.890 -1.126
60 H 0.226 -5.137 -1.750
61 H 0.236 -3.785 -2.896
62 H -1.295 -4.307 -2.175
63 H -0.804 -5.048 0.703
64 H -1.713 -3.671 1.451
65 H 1.343 -5.751 1.539
66 H 3.086 -5.662 3.275
67 H 2.929 -3.987 5.096
68 H 0.983 -2.501 5.268
69 H -1.279 -2.108 4.727
70 H -2.072 -2.961 3.391
71 H -0.526 0.772 4.796
72 H -0.022 1.664 3.350
73 H 0.917 0.263 3.886
74 H -3.239 -0.174 4.366
75 H -3.998 -0.446 2.780
76 H -3.281 1.130 3.166

=====

2.
Entry from the Open Molecules 2025 dataset: a molecular structure, C23H47As3FP2Ru at a distorted geometry (the ωB97M-V functional and the def2-TZVPD basis).

Values from the calculation:
- largest force on an atom (eV/A) = 2.87
- energy above the lowest of the compared OMol25 structures with the same formula, charge and spin (eV) = 0.935
- 2S+1 = 2
- ⟨S²⟩ = 0.773
- charge = +2
- E_HOMO (alpha / beta) (eV) = -13.098 / -13.101

Positions of all 77 atoms, in Å:
1 Ru 0.337 -0.625 1.034
2 C 0.029 3.256 0.378
3 As -0.330 1.451 -0.240
4 C -2.273 1.566 -0.378
5 C 0.282 1.718 -2.079
6 C 0.246 0.581 -3.097
7 C -1.152 -0.020 -3.233
8 C 1.266 -0.532 -2.732
9 As 0.955 -1.465 -1.053
10 C 0.422 -3.191 -1.742
11 C 2.404 0.617 0.357
12 C 0.725 1.108 -4.466
13 As -0.001 2.707 -5.436
14 C 0.888 4.147 -4.440
15 C -1.829 3.000 -4.777
16 H -0.366 3.925 -0.387
17 H 1.092 3.447 0.505
18 H -0.494 3.451 1.311
19 H -2.549 1.977 -1.349
20 H -2.631 2.236 0.403
21 H -2.737 0.594 -0.243
22 H 1.298 2.114 -2.001
23 H -0.347 2.534 -2.432
24 H -1.540 -0.367 -2.271
25 H -1.143 -0.864 -3.925
26 H -1.854 0.715 -3.618
27 H 2.272 -0.106 -2.713
28 H 1.266 -1.304 -3.503
29 H 1.162 -3.635 -2.407
30 H -0.478 -2.957 -2.322
31 H 0.180 -3.876 -0.934
32 H 2.588 0.762 -0.699
33 H 3.204 0.073 0.830
34 H 2.189 1.540 0.879
35 H 0.639 0.295 -5.191
36 H 1.791 1.351 -4.407
37 H 1.965 3.978 -4.451
38 H 0.549 4.262 -3.412
39 H 0.691 5.077 -4.971
40 H -2.496 2.221 -5.144
41 H -2.148 3.941 -5.226
42 H -1.930 3.093 -3.695
43 C 3.727 -2.010 1.931
44 P 1.960 -1.828 2.303
45 C 1.440 -3.577 2.302
46 C 1.941 -1.332 4.074
47 C 0.590 -0.757 4.479
48 P -0.020 0.344 3.136
49 C -1.651 0.916 3.670
50 C 1.055 1.787 3.416
51 H 4.097 -2.806 2.580
52 H 4.291 -1.102 2.134
53 H 3.881 -2.298 0.892
54 H 1.958 -4.128 3.090
55 H 1.709 -4.020 1.342
56 H 0.365 -3.671 2.434
57 H 2.730 -0.592 4.224
58 H 2.214 -2.208 4.664
59 H 0.659 -0.159 5.390
60 H -0.123 -1.554 4.681
61 H -1.616 1.206 4.721
62 H -2.397 0.135 3.530
63 H -1.945 1.782 3.075
64 H 0.915 2.173 4.427
65 H 0.834 2.580 2.710
66 H 2.101 1.504 3.290
67 F -4.845 -3.993 1.501
68 C -3.741 -3.261 1.417
69 C -2.945 -3.107 2.540
70 C -1.798 -2.343 2.433
71 C -1.376 -1.735 1.231
72 C -2.238 -1.940 0.130
73 C -3.409 -2.674 0.210
74 H -3.238 -3.573 3.472
75 H -1.208 -2.236 3.329
76 H -1.995 -1.515 -0.835
77 H -4.060 -2.801 -0.644

=====

3.
Entry from the Open Molecules 2025 dataset: 3 unconnected molecules or ions with the total composition C23H47BO9Si at a distorted geometry (the ωB97M-V functional and the def2-TZVPD basis).

Values from the calculation:
- structure (SMILES) = CCOCCCCC[Si@@H](CCCCCOC)B(O)CC.C[C@@H]1COC(=O)O1.C[C@@H]1COC(=O)O1
- largest force on an atom (eV/A) = 3.42
- E_HOMO (eV) = -9.223

Positions of all 81 atoms, in Å:
1 C -5.965 2.819 -1.613
2 C -4.366 2.645 -2.050
3 O -4.256 1.304 -2.650
4 C -3.027 0.607 -2.235
5 C -2.152 0.059 -3.550
6 C -1.579 -1.443 -3.230
7 C -0.020 -1.503 -2.729
8 C 0.295 -0.707 -1.331
9 Si -0.763 -1.257 0.181
10 C -1.416 -3.067 0.108
11 C -2.274 -3.515 1.472
12 C -3.923 -3.447 1.208
13 C -4.620 -2.558 2.430
14 C -6.260 -2.822 2.548
15 O -6.949 -1.549 2.280
16 C -8.153 -1.384 3.125
17 B 0.334 -1.104 1.802
18 O 0.995 -2.370 2.236
19 C 0.518 0.276 2.679
20 C 0.575 1.655 1.792
21 H -6.555 1.934 -2.103
22 H -6.325 3.890 -1.991
23 H -5.990 2.733 -0.430
24 H -4.053 3.453 -2.852
25 H -3.745 2.798 -1.067
26 H -2.289 1.246 -1.589
27 H -3.380 -0.290 -1.534
28 H -2.969 -0.070 -4.411
29 H -1.355 0.830 -3.922
30 H -2.352 -1.963 -2.516
31 H -1.624 -2.059 -4.252
32 H 0.368 -2.631 -2.739
33 H 0.623 -0.962 -3.577
34 H 1.431 -0.951 -1.056
35 H 0.271 0.478 -1.470
36 H -1.903 -0.330 0.308
37 H -2.160 -3.285 -0.793
38 H -0.495 -3.803 -0.074
39 H -2.078 -2.810 2.387
40 H -1.973 -4.643 1.680
41 H -4.194 -2.998 0.154
42 H -4.368 -4.543 1.335
43 H -4.498 -1.406 2.234
44 H -4.157 -2.786 3.482
45 H -6.463 -3.163 3.662
46 H -6.591 -3.692 1.826
47 H -8.416 -0.222 3.096
48 H -7.975 -1.662 4.248
49 H -9.100 -1.950 2.683
50 H 1.665 -2.203 2.961
51 H -0.347 0.283 3.500
52 H 1.528 0.231 3.310
53 H -0.451 1.886 1.273
54 H 0.866 2.524 2.533
55 H 1.426 1.566 0.992
56 C 5.890 -0.370 -1.502
57 C 4.775 -0.042 -2.475
58 C 5.248 0.665 -3.709
59 O 4.114 1.425 -4.087
60 C 3.403 1.656 -2.943
61 O 2.473 2.441 -2.855
62 O 3.872 0.894 -1.909
63 H 6.705 -0.909 -1.995
64 H 6.291 0.537 -1.037
65 H 5.507 -0.994 -0.688
66 H 4.213 -0.950 -2.726
67 H 5.524 -0.034 -4.504
68 H 6.084 1.349 -3.530
69 C 5.239 3.627 1.711
70 C 6.213 2.551 2.151
71 C 7.437 3.094 2.824
72 O 8.414 2.111 2.534
73 C 8.026 1.511 1.369
74 O 8.727 0.753 0.717
75 O 6.753 1.872 1.029
76 H 4.987 4.299 2.536
77 H 5.645 4.215 0.881
78 H 4.314 3.169 1.345
79 H 5.703 1.815 2.783
80 H 7.303 3.194 3.905
81 H 7.774 4.053 2.416

=====

4.
Entry from the Open Molecules 2025 dataset: 3 unconnected molecules or ions with the total composition C23H47BrO13P2 at a distorted geometry (the ωB97M-V functional and the def2-TZVPD basis).

Values from the calculation:
- structure (SMILES) = CC(C)CC[C@@]1(CCC(=O)O)OC(=O)O[C@@H]1Br.CCOP(=O)(OCC)OCC.CCOP(=O)(OCC)OCC
- largest force on an atom (eV/A) = 5.66
- E_HOMO (eV) = -10.391

Positions of all 86 atoms, in Å:
1 C -5.690 4.138 -0.921
2 C -6.844 3.683 -1.832
3 C -8.117 3.683 -0.973
4 C -6.647 2.263 -2.358
5 C -5.451 2.107 -3.303
6 C -5.011 0.624 -3.461
7 C -3.975 0.289 -2.385
8 C -4.392 -0.825 -1.413
9 C -5.023 -0.300 -0.147
10 O -4.825 0.787 0.307
11 O -5.900 -1.170 0.468
12 O -6.216 -0.165 -3.376
13 C -6.782 -0.137 -4.609
14 O -7.947 -0.088 -4.822
15 O -5.791 -0.178 -5.541
16 C -4.619 0.354 -4.937
17 Br -3.211 -0.930 -5.273
18 H -5.788 3.733 0.085
19 H -4.701 3.946 -1.336
20 H -5.763 5.224 -0.807
21 H -6.923 4.421 -2.634
22 H -7.919 3.040 -0.112
23 H -8.946 3.206 -1.499
24 H -8.385 4.677 -0.624
25 H -7.541 2.011 -2.933
26 H -6.638 1.558 -1.525
27 H -4.607 2.719 -2.996
28 H -5.788 2.432 -4.294
29 H -3.725 1.161 -1.785
30 H -3.039 -0.032 -2.836
31 H -5.064 -1.545 -1.871
32 H -3.482 -1.347 -1.105
33 H -5.448 -1.653 1.168
34 H -4.402 1.265 -5.486
35 C 2.332 -1.377 -4.391
36 C 1.326 -0.476 -3.701
37 O 0.738 -1.090 -2.553
38 P 1.574 -1.238 -1.191
39 O 2.067 0.087 -0.768
40 O 0.345 -1.515 -0.168
41 C 0.048 -0.633 0.912
42 C -0.975 0.411 0.511
43 O 1.922 -2.800 -1.223
44 C 3.271 -3.310 -1.296
45 C 4.258 -2.512 -0.470
46 H 3.230 -1.499 -3.778
47 H 2.637 -0.954 -5.348
48 H 1.906 -2.366 -4.561
49 H 1.786 0.476 -3.425
50 H 0.499 -0.253 -4.375
51 H 0.957 -0.165 1.290
52 H -0.350 -1.257 1.714
53 H -0.675 0.919 -0.407
54 H -1.105 1.152 1.301
55 H -1.943 -0.056 0.322
56 H 3.586 -3.354 -2.341
57 H 3.224 -4.336 -0.935
58 H 4.370 -1.495 -0.856
59 H 5.240 -2.985 -0.487
60 H 3.923 -2.439 0.566
61 C 3.729 -2.835 3.821
62 C 4.759 -2.766 4.933
63 O 5.977 -2.152 4.507
64 P 6.032 -0.565 4.297
65 O 5.480 0.151 5.452
66 O 7.622 -0.367 4.299
67 C 8.272 0.442 5.280
68 C 8.713 -0.383 6.472
69 O 5.900 -0.426 2.717
70 C 4.800 0.243 2.061
71 C 4.330 1.494 2.772
72 H 3.353 -1.838 3.575
73 H 2.877 -3.447 4.119
74 H 4.171 -3.259 2.919
75 H 4.356 -2.238 5.800
76 H 5.025 -3.771 5.258
77 H 7.628 1.265 5.589
78 H 9.141 0.880 4.786
79 H 7.887 -0.977 6.862
80 H 9.096 0.261 7.265
81 H 9.503 -1.077 6.182
82 H 3.975 -0.462 1.935
83 H 5.151 0.502 1.063
84 H 3.908 1.263 3.752
85 H 3.561 1.992 2.182
86 H 5.160 2.185 2.927

=====

5.
Entry from the Open Molecules 2025 dataset: a molecular structure, C23H47Cl3INO11P2S at a distorted geometry (the ωB97M-V functional and the def2-TZVPD basis).

Values from the calculation:
- largest force on an atom (eV/A) = 1.87
- E_HOMO (eV) = -8.091

Positions of all 89 atoms, in Å:
1 C 4.636 0.179 1.488
2 C 4.928 0.181 -0.011
3 C 3.888 0.951 -0.842
4 C 3.215 0.097 -1.932
5 C 1.757 0.458 -2.247
6 C 0.754 -0.425 -1.475
7 C -0.338 0.333 -0.687
8 C -0.459 -0.171 0.776
9 C 0.960 -0.012 1.415
10 C 0.994 -0.205 2.942
11 C 1.120 1.040 3.787
12 C 0.523 1.046 5.054
13 C 0.610 2.174 5.873
14 C 1.309 3.307 5.460
15 C 1.924 3.306 4.208
16 C 1.824 2.175 3.392
17 C -1.371 0.626 1.692
18 Cl -1.070 2.331 1.608
19 C -2.246 0.189 2.595
20 C -2.514 -1.246 2.928
21 Cl -3.143 1.296 3.560
22 O -0.651 -1.597 0.751
23 S -1.633 -2.293 -0.282
24 O -2.660 -3.030 0.392
25 O -0.795 -3.089 -1.115
26 C -2.515 -0.974 -1.284
27 I -4.401 -0.654 -0.194
28 P -3.050 -1.847 -2.853
29 N -1.908 -2.348 -3.751
30 O -3.998 -0.817 -3.628
31 O -3.997 -3.029 -2.316
32 C -1.658 0.346 -1.508
33 Cl -1.267 0.537 -3.270
34 P -2.691 1.934 -1.137
35 C -3.891 2.130 -2.511
36 C -1.512 3.280 -1.584
37 H 4.457 1.192 1.841
38 H 3.818 -0.479 1.755
39 H 5.493 -0.188 2.048
40 H 5.918 0.614 -0.135
41 H 5.006 -0.856 -0.337
42 H 3.178 1.463 -0.193
43 H 4.444 1.738 -1.348
44 H 3.301 -0.950 -1.637
45 H 3.817 0.193 -2.829
46 H 1.642 0.334 -3.321
47 H 1.637 1.518 -2.025
48 H 0.305 -1.145 -2.151
49 H 1.366 -1.037 -0.824
50 H -0.021 1.366 -0.605
51 H 1.600 -0.788 1.018
52 H 1.358 0.948 1.115
53 H 1.893 -0.781 3.163
54 H 0.164 -0.814 3.281
55 H -0.020 0.179 5.399
56 H 0.149 2.190 6.849
57 H 1.388 4.190 6.076
58 H 2.465 4.165 3.845
59 H 2.294 2.217 2.421
60 H -2.891 -1.278 3.947
61 H -1.622 -1.857 2.930
62 H -3.272 -1.713 2.312
63 H -1.965 -3.357 -3.814
64 H -4.865 -0.743 -3.204
65 H -4.912 -2.925 -2.597
66 H -3.427 2.182 -3.490
67 H -4.329 3.107 -2.308
68 H -4.699 1.414 -2.458
69 H -1.901 3.843 -2.430
70 H -0.537 2.912 -1.880
71 H -1.448 3.963 -0.747
72 O 1.830 3.639 -2.377
73 H 1.827 3.417 -3.315
74 H 2.469 4.355 -2.301
75 O 4.168 -1.717 4.138
76 H 4.882 -1.703 4.783
77 H 3.793 -2.600 4.217
78 O 3.483 -0.828 -5.074
79 H 3.392 -1.075 -5.999
80 H 3.441 -1.669 -4.604
81 O -7.672 -0.546 -1.509
82 H -8.190 -1.192 -1.019
83 H -6.761 -0.704 -1.231
84 O 3.269 -3.981 -4.400
85 H 2.902 -4.615 -5.023
86 H 2.726 -4.081 -3.610
87 O -5.688 -4.400 0.708
88 H -5.478 -5.337 0.761
89 H -4.850 -3.959 0.895

=====

6.
Entry from the Open Molecules 2025 dataset: 6 unconnected molecules or ions with the total composition C23H47ClF3N6O9PS at a distorted geometry (the ωB97M-V functional and the def2-TZVPD basis).

Values from the calculation:
- structure (SMILES) = CC(C)=N[C@]1(C(F)(F)F)CS(=O)(=O)OC[C@]1(Cl)[PH2]=O.CNC(C)=O.CNC(C)=O.CNC(C)=O.CNC(C)=O.CNC(C)=O
- largest force on an atom (eV/A) = 2.63
- E_HOMO (eV) = -7.905

Positions of all 91 atoms, in Å:
1 C -0.103 2.241 1.300
2 C 0.725 1.004 1.523
3 C 0.840 0.581 2.961
4 N 1.346 0.391 0.584
5 C 0.810 -0.592 -0.315
6 C -0.042 0.138 -1.415
7 F 0.367 1.398 -1.639
8 F -1.332 0.177 -0.999
9 F -0.053 -0.480 -2.610
10 C -0.050 -1.658 0.366
11 S 0.967 -2.660 1.469
12 O 0.408 -2.659 2.786
13 O 1.035 -3.981 0.919
14 O 2.425 -2.047 1.501
15 C 3.025 -1.744 0.226
16 C 2.070 -1.301 -0.899
17 Cl 1.701 -2.709 -1.932
18 P 3.063 -0.135 -2.006
19 O 2.838 -0.350 -3.449
20 H -1.168 2.049 1.404
21 H 0.171 2.755 0.388
22 H 0.163 2.914 2.116
23 H 1.704 -0.059 3.075
24 H -0.062 -0.002 3.154
25 H 0.837 1.431 3.635
26 H -0.884 -1.258 0.923
27 H -0.476 -2.358 -0.336
28 H 3.552 -2.627 -0.120
29 H 3.763 -0.962 0.371
30 H 4.402 -0.459 -1.717
31 H 2.897 1.183 -1.578
32 C 1.172 2.239 -6.580
33 N 2.335 1.766 -5.858
34 C 3.647 1.987 -6.151
35 C 3.951 2.830 -7.373
36 O 4.527 1.520 -5.453
37 H 0.552 2.851 -5.921
38 H 0.577 1.388 -6.917
39 H 1.456 2.832 -7.443
40 H 2.189 1.197 -5.031
41 H 5.028 2.915 -7.475
42 H 3.550 2.362 -8.273
43 H 3.529 3.830 -7.265
44 C 6.324 4.389 0.975
45 N 5.901 3.066 0.553
46 C 4.666 2.513 0.641
47 C 3.566 3.349 1.248
48 O 4.465 1.377 0.236
49 H 6.714 4.940 0.118
50 H 7.116 4.300 1.721
51 H 5.499 4.945 1.404
52 H 6.587 2.456 0.137
53 H 2.649 2.769 1.242
54 H 3.809 3.613 2.278
55 H 3.407 4.258 0.667
56 C -2.865 -6.092 2.725
57 N -2.356 -4.896 2.080
58 C -2.933 -4.112 1.143
59 C -4.297 -4.484 0.627
60 O -2.325 -3.128 0.731
61 H -2.894 -5.940 3.804
62 H -2.187 -6.919 2.495
63 H -3.859 -6.345 2.379
64 H -1.432 -4.579 2.342
65 H -4.596 -3.755 -0.120
66 H -4.270 -5.471 0.161
67 H -5.019 -4.481 1.439
68 C -0.356 6.306 -3.389
69 N -0.053 5.452 -2.255
70 C -0.762 5.291 -1.110
71 C -2.038 6.085 -0.963
72 O -0.372 4.525 -0.240
73 H -0.457 5.698 -4.289
74 H 0.456 7.019 -3.540
75 H -1.278 6.854 -3.231
76 H 0.784 4.893 -2.291
77 H -2.487 5.848 -0.004
78 H -1.829 7.155 -0.997
79 H -2.743 5.827 -1.753
80 C -6.410 -6.079 6.761
81 N -5.652 -5.399 5.726
82 C -5.981 -5.223 4.421
83 C -7.298 -5.794 3.952
84 O -5.228 -4.624 3.669
85 H -6.630 -5.383 7.572
86 H -5.823 -6.906 7.163
87 H -7.343 -6.469 6.371
88 H -4.763 -4.995 5.975
89 H -7.418 -5.574 2.896
90 H -7.317 -6.876 4.088
91 H -8.127 -5.344 4.499

=====

Which formula does entry 6 have?
C23H47ClF3N6O9PS

=====

Number 2 is which compound?
C23H47As3FP2Ru

=====

What is the largest force on an atom in the sixth record?
2.63 eV/A